(1)
{
  "formula": "C5H7NO",
  "method": "ωB97M-V/def2-TZVPD",
  "e_lumo_ev": 0.92,
  "charge": 0,
  "smiles": "[H]/N=C/[C@@H]1C(=O)[C@H]1C",
  "de_lowest_kcal_mol": 51.0,
  "energy_ev": -8833.9908,
  "species": ["O", "N", "C", "C", "C", "C", "C", "H", "H", "H", "H", "H", "H", "H"],
  "positions_angstrom": [[-0.561, -2.405, 0.387], [2.170, -0.172, -1.096], [0.488, -0.063, 0.645], [-0.673, 0.033, -0.396], [1.889, -0.041, 0.142], [-1.953, 0.744, -0.027], [-0.352, -1.238, 0.235], [-1.826, 1.828, -0.105], [3.181, -0.189, -1.238], [-2.764, 0.425, -0.689], [-0.313, 0.169, -1.416], [2.653, 0.062, 0.919], [0.309, 0.352, 1.641], [-2.249, 0.495, 0.997]],
  "forces_ev_per_angstrom": [[0.10, 0.60, -0.01], [-0.11, 0.04, 0.65], [0.16, 0.01, 0.09], [-0.08, -0.12, -0.15], [0.03, -0.04, -0.38], [-0.04, 0.01, 0.07], [-0.04, -0.38, -0.08], [-0.08, -0.16, 0.01], [-0.18, 0.07, 0.03], [0.12, 0.11, 0.09], [0.04, -0.08, 0.12], [0.00, -0.05, -0.05], [0.07, -0.10, -0.29], [0.01, 0.10, -0.10]]
}


(2)
{
  "formula": "C5H7NO",
  "method": "ωB97M-V/def2-TZVPD",
  "e_lumo_ev": 0.59,
  "charge": 0,
  "de_lowest_kcal_mol": 96.6,
  "energy_ev": -8832.0128,
  "species": ["O", "N", "C", "C", "C", "C", "C", "H", "H", "H", "H", "H", "H", "H"],
  "positions_angstrom": [[0.676, -1.206, 0.466], [2.215, -0.233, -0.975], [0.360, 1.073, -0.035], [-0.928, 0.886, 0.720], [1.143, 0.009, -0.099], [-1.505, -0.448, 0.216], [-0.522, -1.529, -0.076], [0.570, 1.925, -0.666], [-1.994, -1.059, 1.006], [-2.263, -0.330, -0.561], [-0.732, 0.816, 1.798], [2.813, -0.959, -0.585], [-1.619, 1.720, 0.580], [1.784, -0.665, -1.789]],
  "forces_ev_per_angstrom": [[-0.12, -0.38, -0.49], [0.07, 0.01, 0.09], [0.15, -0.06, 0.03], [0.09, -0.01, 0.04], [-0.30, 0.33, -0.30], [0.01, -0.07, -0.11], [-0.37, -0.27, 0.93], [0.10, 0.17, 0.28], [-0.16, 0.28, 0.01], [0.11, -0.16, -0.03], [0.02, 0.00, -0.18], [0.01, 0.21, 0.03], [0.09, -0.14, -0.06], [0.30, 0.08, -0.24]]
}


(3)
{
  "formula": "C5H7NO",
  "method": "ωB97M-V/def2-TZVPD",
  "e_lumo_ev": 0.80,
  "charge": 0,
  "de_lowest_kcal_mol": 101.0,
  "energy_ev": -8831.8243,
  "species": ["O", "N", "C", "C", "C", "C", "C", "H", "H", "H", "H", "H", "H", "H"],
  "positions_angstrom": [[-0.482, 0.860, -0.559], [-0.091, -1.378, -0.062], [0.794, 1.786, 1.297], [-1.174, -1.912, -0.866], [1.395, 0.575, 0.543], [0.246, -0.098, 0.029], [0.658, 1.731, -0.158], [-1.753, -1.084, -1.280], [1.534, 2.480, 1.692], [-0.103, 1.708, 1.912], [-0.776, -2.512, -1.691], [0.584, -2.009, 0.345], [-1.833, -2.537, -0.256], [1.002, 2.391, -0.945]],
  "forces_ev_per_angstrom": [[0.05, -0.09, 0.13], [0.18, 0.30, 0.11], [-0.18, 0.28, 0.05], [-0.12, -0.02, -0.07], [0.03, -0.24, -0.05], [-0.12, -0.54, -0.09], [0.17, 0.51, -0.08], [0.10, -0.11, 0.09], [-0.12, -0.15, -0.11], [0.09, -0.10, -0.11], [-0.08, 0.10, 0.11], [-0.05, 0.05, -0.03], [0.08, 0.11, -0.09], [-0.04, -0.09, 0.14]]
}


(4)
{
  "formula": "C5H7NO",
  "method": "ωB97M-V/def2-TZVPD",
  "e_lumo_ev": 0.77,
  "charge": 0,
  "smiles": "[H]/N=C1\\CC(C)=CO1",
  "de_lowest_kcal_mol": 28.5,
  "energy_ev": -8834.9658,
  "species": ["O", "N", "C", "C", "C", "C", "C", "H", "H", "H", "H", "H", "H", "H"],
  "positions_angstrom": [[0.179, 1.053, 1.592], [-1.878, 1.981, 1.170], [0.502, -0.424, -0.132], [1.251, -1.319, -1.089], [0.998, 0.126, 0.975], [-0.935, 1.227, 0.807], [-0.895, 0.153, -0.255], [1.423, -0.837, -2.063], [1.942, -0.033, 1.482], [-1.223, 0.416, -1.265], [0.734, -2.264, -1.291], [2.244, -1.568, -0.694], [-2.651, 1.899, 0.507], [-1.691, -0.410, 0.256]],
  "forces_ev_per_angstrom": [[0.00, 0.30, 0.04], [0.30, 0.04, -0.17], [0.04, 0.16, 0.30], [-0.09, -0.02, 0.07], [0.13, -0.14, -0.21], [-0.17, 0.07, 0.15], [-0.17, -0.02, 0.03], [-0.19, 0.01, 0.25], [-0.08, 0.09, -0.16], [0.03, 0.17, 0.30], [-0.03, 0.15, 0.09], [-0.27, 0.09, 0.04], [0.24, 0.18, 0.12], [0.24, -1.08, -0.86]]
}


(5)
{
  "formula": "C5H7NO",
  "method": "ωB97M-V/def2-TZVPD",
  "e_lumo_ev": 0.76,
  "charge": 0,
  "smiles": "O=C[C@H]1[C@H]2CCN21",
  "de_lowest_kcal_mol": 79.8,
  "energy_ev": -8832.7420,
  "species": ["O", "N", "C", "C", "C", "C", "C", "H", "H", "H", "H", "H", "H", "H"],
  "positions_angstrom": [[2.153, 2.014, 0.042], [-1.089, 0.436, -0.615], [1.156, 1.447, 0.450], [-0.152, -1.419, 0.152], [-1.227, -0.422, 0.637], [0.310, 0.931, -0.640], [0.019, -0.473, -1.017], [-0.574, -2.382, -0.150], [0.727, -1.600, 0.778], [0.928, 1.426, 1.524], [-2.227, -0.867, 0.689], [0.879, 1.570, -1.371], [-1.042, 0.102, 1.580], [0.138, -0.764, -2.058]],
  "forces_ev_per_angstrom": [[0.17, 0.03, 1.15], [0.09, 0.34, -0.16], [0.71, 0.15, 0.13], [0.06, -0.04, 0.02], [-0.04, 0.15, 0.18], [0.83, -0.06, -0.10], [0.33, -0.23, -0.24], [0.03, 0.18, 0.10], [-0.13, 0.07, -0.08], [-0.08, -0.22, 0.05], [0.23, 0.29, -0.18], [-2.27, -0.70, -0.84], [0.02, 0.00, -0.17], [0.07, 0.03, 0.17]]
}


(6)
{
  "formula": "C5H7NO",
  "method": "ωB97M-V/def2-TZVPD",
  "e_lumo_ev": [0.02, 0.03],
  "charge": 0,
  "de_lowest_kcal_mol": 94.9,
  "energy_ev": -8832.0879,
  "species": ["O", "N", "C", "C", "C", "C", "C", "H", "H", "H", "H", "H", "H", "H"],
  "positions_angstrom": [[0.130, -1.767, -0.613], [-1.091, 0.003, -1.039], [0.851, 1.020, 0.047], [0.507, 0.443, 1.232], [0.203, 0.730, -1.191], [-0.696, -0.472, 1.317], [-0.719, -0.949, -0.100], [1.756, 1.622, -0.010], [1.226, 0.410, 2.049], [-1.639, 0.014, 1.572], [0.201, 1.489, -1.974], [-0.499, -1.285, 2.021], [-1.244, -0.488, -1.917], [0.691, -0.965, -1.230]],
  "forces_ev_per_angstrom": [[-0.06, 0.14, 0.04], [-0.09, -0.22, -0.07], [-0.03, -0.16, -0.04], [0.13, 0.08, -0.09], [0.16, 0.33, 0.10], [-0.17, -0.08, 0.05], [0.25, 0.13, 0.01], [-0.14, -0.07, 0.01], [-0.10, 0.01, -0.14], [0.14, -0.07, -0.05], [0.01, -0.14, 0.15], [-0.01, 0.10, -0.09], [0.01, 0.08, 0.07], [-0.09, -0.12, 0.05]]
}